{
  "formula": "C19H28F5N7O3S",
  "method": "ωB97M-V/def2-TZVPD",
  "species": ["O", "S", "O", "O", "C", "C", "C", "C", "F", "F", "C", "F", "F", "F", "H", "H", "H", "H", "H", "H", "H", "C", "C", "N", "H", "H", "H", "C", "C", "N", "H", "H", "H", "C", "C", "N", "H", "H", "H", "C", "C", "N", "H", "H", "H", "C", "C", "N", "H", "H", "H", "C", "C", "N", "H", "H", "H", "C", "C", "N", "H", "H", "H"],
  "xyz": [[5.1694, 1.2886, -0.4347], [5.5350, 1.7774, -1.7981], [4.8000, 3.3091, -1.9700], [4.7946, 0.8879, -3.0209], [4.3736, -0.4324, -2.5862], [2.9398, -0.4412, -1.8441], [1.8916, 0.5630, -2.5036], [0.6635, 0.8731, -1.5195], [0.0222, -0.3550, -1.2084], [1.2070, 1.5032, -0.3789], [-0.4578, 1.8082, -2.2167], [-0.9645, 2.8009, -1.3293], [0.1336, 2.4372, -3.3278], [-1.5614, 1.0575, -2.6680], [4.1375, 3.2392, -2.7008], [5.1583, -1.0105, -2.0025], [4.2025, -1.0365, -3.5476], [2.5882, -1.5270, -1.8170], [3.0565, -0.1351, -0.7531], [2.3837, 1.5815, -2.6839], [1.5428, 0.1009, -3.4845], [-0.9554, -0.4941, 1.7818], [-0.8508, -1.3765, 2.9458], [-0.7690, -2.0710, 3.8596], [-1.6133, 0.3548, 1.9784], [0.0179, -0.0897, 1.4948], [-1.3565, -1.0198, 0.9128], [2.6507, -2.6963, 2.5261], [3.3310, -2.1512, 1.3497], [3.8664, -1.7237, 0.4246], [1.6063, -2.3797, 2.5704], [2.6578, -3.7884, 2.5241], [3.1278, -2.3707, 3.4532], [-2.9333, -4.3226, 1.0551], [-2.2501, -3.7826, -0.1230], [-1.7135, -3.3584, -1.0484], [-3.9771, -4.0046, 1.0953], [-2.9268, -5.4146, 1.0583], [-2.4587, -3.9923, 1.9821], [6.2173, -4.3164, 3.8146], [5.2695, -3.4987, 4.5735], [4.5254, -2.8557, 5.1695], [7.2507, -4.0632, 4.0600], [6.0846, -5.3802, 4.0222], [6.0947, -4.1765, 2.7383], [-4.5232, 1.1584, -0.8753], [-4.4241, 0.2777, 0.2893], [-4.3446, -0.4148, 1.2048], [-5.1775, 2.0096, -0.6801], [-3.5481, 1.5581, -1.1604], [-4.9249, 0.6317, -1.7437], [-6.1922, 3.1952, 2.6617], [-5.5084, 3.7324, 1.4840], [-4.9706, 4.1530, 0.5584], [-7.2349, 3.5169, 2.7007], [-6.1876, 2.1029, 2.6640], [-5.7148, 3.5247, 3.5868], [-3.0849, 3.8884, -3.2284], [-3.7174, 4.8625, -4.1200], [-4.2141, 5.6270, -4.8205], [-3.6100, 3.8270, -2.2720], [-3.0873, 2.8865, -3.6631], [-2.0475, 4.1451, -3.0093]],
  "gap_ha": 0.384,
  "homo_ha": -0.36872,
  "lumo_ev": 0.41
}

=====

{
  "formula": "CHNOS2",
  "method": "ωB97M-V/def2-TZVPD",
  "species": ["C", "N", "O", "S", "S", "H"],
  "xyz": [[-0.7418, 0.9722, -0.8175], [0.8152, -0.5088, 0.8608], [-0.8650, 0.9126, 0.3365], [-0.5320, 0.8863, -2.4047], [0.9917, -1.9461, 0.3507], [0.3318, -0.3162, 1.6742]],
  "gap_ha": [0.272, 0.271],
  "homo_ha": [-0.31042, -0.30981],
  "lumo_ev": [-1.04, -1.05],
  "smiles": "O=C=S.N=S"
}

=====

{
  "formula": "C44H38ClN3O2P2TeTi",
  "method": "ωB97M-V/def2-TZVPD",
  "species": ["Ti", "Te", "C", "C", "C", "N", "C", "C", "C", "P", "C", "C", "C", "C", "C", "C", "C", "C", "C", "C", "C", "C", "P", "C", "C", "C", "C", "C", "C", "C", "C", "C", "C", "C", "C", "H", "H", "H", "H", "H", "H", "H", "H", "H", "H", "H", "H", "H", "H", "H", "H", "H", "H", "H", "H", "H", "H", "H", "H", "Cl", "C", "C", "C", "C", "C", "C", "C", "H", "H", "H", "H", "H", "H", "O", "C", "N", "C", "O", "C", "C", "C", "C", "N", "C", "H", "H", "H", "H", "H", "H", "H", "H"],
  "xyz": [[0.5821, -1.4814, -0.1226], [-1.0187, -0.1531, 3.1947], [-2.4667, 1.3938, 3.6349], [-3.6299, 1.1029, 4.3287], [-4.5309, 2.1371, 4.5588], [-4.3314, 3.3657, 4.1339], [-3.2249, 3.6469, 3.4783], [-2.2476, 2.6961, 3.2078], [-0.8958, 0.5835, 1.1471], [-1.6668, -0.8219, 0.3277], [-1.7738, -0.4906, -1.4901], [-1.7482, -1.6487, -2.2788], [-2.0357, -1.5872, -3.6326], [-2.3488, -0.3705, -4.2173], [-2.3486, 0.7834, -3.4476], [-2.0668, 0.7321, -2.0928], [-3.3973, -0.6860, 0.8739], [-4.0242, 0.5386, 0.6700], [-5.3227, 0.7151, 1.1057], [-5.9915, -0.3182, 1.7427], [-5.3566, -1.5319, 1.9531], [-4.0551, -1.7248, 1.5211], [0.8044, 0.8205, 0.5610], [1.6159, 1.6224, 1.9693], [1.6267, 3.0017, 2.1321], [2.1486, 3.5491, 3.2921], [2.6620, 2.7251, 4.2789], [2.6782, 1.3489, 4.1077], [2.1549, 0.7927, 2.9539], [0.5520, 2.0985, -0.7070], [1.2048, 2.0588, -1.9343], [0.9590, 3.0443, -2.8775], [0.0719, 4.0728, -2.5993], [-0.5803, 4.1133, -1.3771], [-0.3520, 3.1261, -0.4378], [-3.8227, 0.1054, 4.6908], [-5.4430, 1.9618, 5.1102], [-3.0989, 4.6750, 3.1647], [-1.3317, 2.9665, 2.6989], [-1.5764, -2.6166, -1.8048], [-2.0352, -2.4886, -4.2258], [-2.5958, -0.3258, -5.2671], [-2.5856, 1.7330, -3.8994], [-2.0889, 1.6358, -1.4977], [-3.4908, 1.3421, 0.1840], [-5.8121, 1.6614, 0.9453], [-7.0067, -0.1757, 2.0794], [-5.8762, -2.3329, 2.4546], [-3.5539, -2.6695, 1.6953], [1.2190, 3.6473, 1.3707], [2.1386, 4.6184, 3.4323], [3.0563, 3.1579, 5.1830], [3.0764, 0.7139, 4.8831], [2.1507, -0.2870, 2.7913], [1.9016, 1.2517, -2.1428], [1.4554, 3.0104, -3.8357], [-0.1276, 4.8327, -3.3398], [-1.2750, 4.9097, -1.1622], [-0.8975, 3.1313, 0.4959], [3.5859, -3.8122, 0.0369], [2.0060, -4.2197, -0.5555], [1.9050, -4.9538, -1.7266], [0.6642, -5.3543, -2.1951], [-0.4778, -5.0366, -1.4669], [-0.3825, -4.2867, -0.3081], [0.8620, -3.8092, 0.1652], [0.9321, -2.8972, 1.3199], [2.8052, -5.2322, -2.2499], [0.5918, -5.9391, -3.0993], [-1.4426, -5.4004, -1.7885], [-1.2719, -4.1070, 0.2945], [1.9052, -2.9056, 1.8273], [0.1105, -3.0518, 2.0369], [3.8277, 0.8331, 0.3318], [4.8216, 1.0691, -0.6415], [5.6963, -0.0603, -0.8225], [5.4592, -1.1820, -1.5485], [6.2660, -2.0620, -1.6968], [4.0764, -1.3007, -2.1451], [3.8960, -1.5467, -3.5043], [2.6011, -1.6856, -3.9876], [1.5384, -1.6466, -3.0982], [1.7153, -1.4947, -1.7789], [2.9626, -1.3243, -1.3197], [4.2281, 0.8476, 1.2113], [5.4242, 1.9454, -0.3793], [4.2898, 1.2768, -1.5744], [6.6194, -0.0290, -0.4112], [4.7557, -1.6212, -4.1524], [2.4173, -1.8238, -5.0426], [0.5130, -1.7313, -3.4492], [3.0721, -1.1708, -0.2450]],
  "gap_ha": [0.216, 0.216],
  "total_charge": 2,
  "homo_ha": [-0.46702, -0.46702],
  "lumo_ev": [-6.84, -6.84]
}

=====

{
  "formula": "C10H15N5O3",
  "method": "ωB97M-V/def2-TZVPD",
  "species": ["C", "N", "C", "O", "N", "C", "C", "C", "O", "N", "C", "N", "N", "H", "C", "H", "H", "C", "O", "H", "H", "H", "C", "H", "H", "H", "C", "H", "H", "H", "H", "H", "H"],
  "xyz": [[1.0655, 3.5084, -2.7533], [0.6036, 2.3572, -1.9964], [0.0570, 1.3364, -2.7568], [-0.0210, 1.4154, -3.9641], [-0.3981, 0.2212, -2.0834], [-0.2967, 0.1660, -0.7309], [0.2571, 1.2052, -0.0040], [0.7541, 2.3953, -0.6038], [1.2549, 3.3531, -0.0362], [0.1932, 0.7977, 1.3222], [-0.3825, -0.4285, 1.3031], [-0.6885, -0.8440, 0.0795], [-0.6807, -1.1123, 2.4390], [-0.1299, -0.8661, 3.2489], [-1.0493, -2.5052, 2.3339], [-1.7398, -2.5887, 1.4917], [-1.5619, -2.7987, 3.2529], [0.1600, -3.4273, 2.0974], [-0.2091, -4.7788, 2.0290], [-0.7993, -4.9029, 1.2772], [0.6751, -3.1078, 1.1806], [0.8583, -3.3556, 2.9364], [0.6315, 1.5598, 2.4585], [1.0218, 2.5068, 2.0881], [-0.2017, 1.7513, 3.1379], [1.4237, 1.0328, 2.9969], [-0.9767, -0.8656, -2.8425], [-1.7879, -0.4872, -3.4647], [-0.2223, -1.3102, -3.4930], [-1.3466, -1.5997, -2.1325], [1.4682, 4.2260, -2.0422], [0.2347, 3.9448, -3.3072], [1.8335, 3.2012, -3.4625]],
  "gap_ha": 0.308,
  "homo_ha": -0.28847,
  "lumo_ev": 0.53,
  "smiles": "Cn1c(=O)c2c(nc(NCCO)n2C)n(C)c1=O"
}

=====

{
  "formula": "C14H20CdF4N3",
  "method": "ωB97M-V/def2-TZVPD",
  "species": ["Cd", "C", "N", "C", "C", "C", "N", "C", "C", "F", "C", "F", "C", "C", "F", "C", "F", "H", "H", "H", "H", "H", "H", "H", "H", "H", "H", "H", "C", "C", "C", "C", "N", "H", "H", "H", "H", "H", "H", "H", "H", "H"],
  "xyz": [[-0.0222, -0.0071, 0.3275], [2.8742, 1.2183, -0.1315], [2.3646, -0.1014, -0.4691], [3.0541, -1.1267, 0.2885], [2.2562, -0.3554, -1.8927], [1.0327, 0.3344, -2.4995], [-0.1871, -0.1055, -1.8367], [-1.3230, -0.2285, -2.5408], [-2.3814, -1.0256, -2.0309], [-2.1983, -1.6473, -0.8474], [-3.5700, -1.2138, -2.6893], [-4.5003, -2.0109, -2.1240], [-3.8370, -0.6360, -3.9195], [-2.8371, 0.1629, -4.4331], [-3.0403, 0.7957, -5.6096], [-1.6399, 0.3767, -3.7836], [-0.7889, 1.2734, -4.3449], [3.9520, 1.3018, -0.3523], [2.6758, 1.3965, 0.9268], [2.3476, 1.9840, -0.7022], [4.1311, -1.1689, 0.0489], [2.6110, -2.1012, 0.0786], [2.9125, -0.9134, 1.3490], [2.1490, -1.4328, -2.0375], [3.1626, -0.0333, -2.4353], [1.0226, 0.0939, -3.5634], [1.1664, 1.4228, -2.4297], [-4.7709, -0.7912, -4.4359], [0.6782, 0.5293, 4.5511], [-0.2357, 0.3072, 3.3286], [-1.2641, 1.4578, 3.3026], [-1.0122, -1.0060, 3.5617], [0.6133, 0.2741, 2.1748], [0.1118, 0.5783, 5.4888], [1.2329, 1.4611, 4.4235], [1.3999, -0.2877, 4.6162], [-1.8451, 1.5329, 4.2321], [-1.9570, 1.3012, 2.4706], [-0.7418, 2.4014, 3.1315], [-1.5888, -1.0010, 4.4969], [-0.3057, -1.8384, 3.5828], [-1.7014, -1.1716, 2.7284]],
  "gap_ha": 0.214,
  "total_charge": -1,
  "homo_ha": -0.09928,
  "lumo_ev": 3.12
}

=====

{
  "formula": "C8H11F3NOP",
  "method": "ωB97M-V/def2-TZVPD",
  "species": ["C", "C", "P", "C", "C", "C", "N", "C", "C", "O", "C", "F", "F", "F", "H", "H", "H", "H", "H", "H", "H", "H", "H", "H", "H"],
  "xyz": [[1.7012, -2.2101, 1.9720], [1.0355, -1.5270, 1.2286], [0.1465, -0.8546, -0.1416], [0.9872, 0.7923, -0.3646], [2.4988, 0.8115, -0.2245], [3.3012, -0.3055, -0.8673], [3.1236, 1.7560, 0.3535], [-1.3357, -0.2451, 0.7793], [-2.3618, 0.3843, -0.1767], [-3.0301, 1.4444, 0.4769], [-3.4043, -0.6310, -0.6477], [-4.0151, -1.2507, 0.3756], [-4.3641, -0.0248, -1.3720], [-2.8504, -1.5761, -1.4227], [2.2833, -2.8331, 2.6255], [0.7530, 1.1060, -1.3922], [0.5481, 1.5335, 0.3117], [4.0259, 0.1209, -1.5631], [3.8251, -0.8657, -0.0904], [2.6602, -1.0071, -1.4117], [2.4810, 2.4426, 0.7473], [-1.7708, -1.0841, 1.3320], [-1.0567, 0.5196, 1.5102], [-1.8619, 0.7360, -1.0914], [-3.2500, 2.1240, -0.1689]],
  "gap_ha": 0.354,
  "homo_ha": -0.33694,
  "lumo_ev": 0.46,
  "smiles": "[H]/N=C(/C)CP(C#C)C[C@H](O)C(F)(F)F"
}

=====

Per-record max |F|, eV/A: 3.38, 3.58, 2.76, 1.44, 0.20, 0.80